Record 1
This record from OMol25 describes C35H38CsFN6O3S2Si as an isolated structure in a non-equilibrium geometry. The level of theory is ωB97M-V/def2-TZVPD.

Values from the calculation:
Total energy, eV: -84813.0458
LUMO level, eV: 3.53
Kohn-Sham gap, eV: 5.31
ΔE to the lowest compared entry with this formula, charge and spin, kJ/mol: 85.2

The geometry in ORCA input format:
```
! wB97M-V def2-TZVPD RIJCOSX def2/J DEFGRID3
* xyz -2 1
Cs 0.1880 -0.4497 -0.5383
C -3.3317 4.3557 2.0425
Si -1.6886 3.8367 1.2040
C -0.6999 5.4715 1.0974
C -0.7790 2.7405 2.4520
N -1.8414 2.9292 -0.1919
C -2.2696 3.1871 -1.4240
C -2.8092 4.4131 -1.9146
C -3.1925 4.5905 -3.2317
C -3.0753 3.5687 -4.1691
C -2.5609 2.3458 -3.7381
C -2.1930 2.1866 -2.4277
F -1.6809 0.9778 -2.0488
H -3.1657 4.8474 3.0058
H -3.9546 3.4737 2.2167
H -3.9029 5.0407 1.4086
H -0.5911 5.9552 2.0723
H -1.1769 6.1861 0.4202
H 0.3026 5.2735 0.7072
H -0.6309 3.2320 3.4194
H 0.2022 2.4640 2.0577
H -1.3412 1.8184 2.6192
H -2.9060 5.2297 -1.2068
H -3.5892 5.5527 -3.5430
H -3.3670 3.7130 -5.2014
H -2.4425 1.5102 -4.4187
C -0.6301 -9.0447 -3.5404
C -1.5441 -8.5356 -2.4562
C -2.0689 -9.4232 -1.5214
C -2.9146 -8.9604 -0.5252
C -3.2186 -7.6151 -0.4375
C -2.6897 -6.7025 -1.3572
N -2.9185 -5.3376 -1.2594
C -3.8483 -4.7209 -0.4213
C -5.1776 -5.1538 -0.3940
C -6.1307 -4.4636 0.3325
C -5.7798 -3.3248 1.0436
C -4.4609 -2.9008 1.0394
C -3.4823 -3.5808 0.3260
C -2.0455 -3.0603 0.4077
O -1.2695 -3.3905 -0.5478
O -1.7399 -2.3652 1.3858
C -1.8652 -7.1793 -2.3987
C -1.3352 -6.2340 -3.4470
H -0.4375 -10.1097 -3.4131
H 0.3247 -8.5147 -3.5257
H -1.0720 -8.8943 -4.5286
H -1.8088 -10.4745 -1.5728
H -3.3257 -9.6494 0.2033
H -3.8488 -7.2485 0.3619
H -2.0902 -4.7239 -1.3216
H -5.4553 -6.0228 -0.9789
H -7.1586 -4.8082 0.3281
H -6.5310 -2.7744 1.5965
H -4.1586 -2.0253 1.5992
H -1.7889 -5.2510 -3.3543
H -1.5510 -6.6171 -4.4473
H -0.2516 -6.1125 -3.3682
N 3.1248 0.7438 -0.3576
C 4.1077 1.3769 -0.3075
N 5.1678 2.1007 -0.2980
C 6.2283 2.0845 0.4416
N 7.2195 2.1331 1.0563
C 2.8606 -3.3411 0.7721
S 1.1580 -3.3502 0.0811
C 1.2048 -5.1399 -0.2731
O 1.3341 -2.6919 -1.2347
H 2.8646 -3.8752 1.7236
H 3.1188 -2.2938 0.9285
H 3.5547 -3.7877 0.0607
H 1.2614 -5.6893 0.6666
H 2.0730 -5.3303 -0.9020
H 0.2859 -5.3872 -0.7950
S 0.3440 -0.8695 5.5051
C -0.1329 -0.9106 3.8118
N 0.7792 -0.6058 2.9763
C 1.9739 -0.2990 3.5997
C 3.1498 0.0848 2.9588
C 4.2662 0.3590 3.7244
C 4.2252 0.2560 5.1178
C 3.0647 -0.1149 5.7732
C 1.9391 -0.3904 5.0057
H -1.1368 -1.2053 3.5333
H 3.1576 0.1895 1.8803
H 5.1814 0.6731 3.2369
H 5.1144 0.4791 5.6949
H 3.0301 -0.1792 6.8537
*
```

Mulliken population analysis, charges in e, atoms 1 to 2:
1 Cs 1.314
2 C -1.039

Record 2
This record from OMol25 describes a 5-piece molecular cluster, C16H33ClFN5O7S overall in a non-equilibrium geometry. The level of theory is ωB97M-V/def2-TZVPD.

Values from the calculation:
Total energy, eV: -64982.4803
LUMO level, eV: -1.62
Kohn-Sham gap, eV: 7.31
Structure (SMILES): O=C1N[C@H](Cl)C[C@H]1S(=O)(=O)F.CN(C)C=O.CN(C)C=O.CN(C)C=O.CN(C)C=O

The geometry in ORCA input format:
```
! wB97M-V def2-TZVPD RIJCOSX def2/J DEFGRID3
* xyz 0 1
O 6.8649 -4.4854 1.3444
C 6.5670 -3.3054 1.0616
N 7.4318 -2.4476 0.2393
C 7.0366 -1.0537 0.5318
Cl 8.5025 -0.0816 1.0651
C 5.9564 -0.9862 1.7233
C 5.2853 -2.4576 1.5421
S 3.9167 -2.1323 0.3288
O 2.7975 -1.3052 0.9318
O 3.2989 -3.4861 0.0359
F 4.4548 -1.5332 -1.1444
H 7.5786 -2.7146 -0.7407
H 6.5706 -0.4077 -0.2810
H 5.1238 -0.2334 1.4947
H 6.4984 -0.7751 2.7052
H 4.9824 -3.0234 2.5011
C 4.7433 -1.7427 -6.5192
O 5.1951 -1.2201 -7.5198
N 4.1238 -1.0843 -5.4981
C 3.6099 -1.7774 -4.3342
C 3.9747 0.3559 -5.5805
H 4.8040 -2.8310 -6.3573
H 2.5341 -1.5996 -4.2609
H 4.1064 -1.3901 -3.4424
H 3.7908 -2.8510 -4.4066
H 3.3993 0.6060 -6.4750
H 4.9632 0.8145 -5.6605
H 3.4632 0.7383 -4.6964
C -1.6801 0.1942 2.0142
O -0.8558 1.0509 1.7423
N -1.5550 -1.1357 1.7408
C -2.5819 -2.0930 2.0969
C -0.3562 -1.6068 1.0725
H -2.6249 0.4441 2.5218
H -2.1556 -2.8378 2.7737
H -2.9399 -2.5860 1.1895
H -3.4210 -1.5998 2.5906
H 0.5146 -1.3556 1.6811
H -0.2651 -1.1048 0.1063
H -0.4002 -2.6862 0.9226
C -3.8170 2.9949 2.5830
O -4.3518 1.9000 2.5166
N -4.1536 3.9849 3.4551
C -3.4687 5.2615 3.4715
C -5.2319 3.7539 4.3975
H -2.9880 3.2732 1.9133
H -3.0200 5.4124 4.4563
H -4.1919 6.0564 3.2733
H -2.6851 5.2939 2.7130
H -4.9832 2.8928 5.0224
H -6.1488 3.5331 3.8459
H -5.3844 4.6316 5.0263
C -6.2140 -0.4246 -1.9417
O -7.2348 -0.6979 -2.5455
N -6.0690 0.6112 -1.0683
C -4.8176 0.8746 -0.3845
C -7.2029 1.4780 -0.8144
H -5.2941 -1.0195 -2.0620
H -4.9821 0.8172 0.6920
H -4.4729 1.8776 -0.6492
H -4.0554 0.1470 -0.6699
H -8.0285 0.8815 -0.4187
H -7.5210 1.9364 -1.7540
H -6.9360 2.2559 -0.0982
*
```

Mulliken population analysis, charges in e, atoms 1 to 2:
1 O -0.512
2 C 0.231

Record 3
This record from OMol25 describes the molecule C5H3NO in a non-equilibrium geometry. The level of theory is ωB97M-V/def2-TZVPD.

Values from the calculation:
Total energy, eV: -8768.4502
LUMO level, eV: -0.49
Kohn-Sham gap, eV: 9.97
Structure (SMILES): N#CC=C=CC=O
ΔE to the lowest compared entry with this formula, charge and spin, kJ/mol: 150.2

The geometry in ORCA input format:
```
! wB97M-V def2-TZVPD RIJCOSX def2/J DEFGRID3
* xyz 0 1
N -2.1640 2.6564 0.8372
C -1.1765 2.0530 0.8158
C 0.2343 0.3945 -0.1564
C 0.0775 1.3657 0.7063
O 0.2178 -2.2026 0.8344
C 0.3708 -2.0005 -0.3457
C 0.3902 -0.6333 -0.9480
H 0.9075 1.7038 1.3219
H 0.5573 -2.8288 -1.0545
H 0.5850 -0.5083 -2.0112
*
```

Mulliken population analysis, charges in e, atoms 1 to 2:
1 N -0.360
2 C 0.331